[1]
{"formula": "C13H27FInO2S", "method": "ωB97M-V/def2-TZVPD", "symbols": ["C", "C", "C", "In", "C", "C", "C", "C", "O", "C", "C", "C", "C", "F", "H", "H", "H", "H", "H", "H", "H", "H", "H", "H", "H", "H", "H", "H", "H", "H", "H", "H", "H", "H", "H", "C", "S", "O", "C", "H", "H", "H", "H", "H", "H"], "xyz": [[1.181844, 1.627833, -3.030160], [0.914966, 1.806342, -1.546208], [0.382504, 0.423448, -0.778820], [0.288581, 0.597780, 1.475971], [-1.945975, 0.793795, 2.025094], [-2.797256, -0.434017, 2.096685], [1.046926, -1.383724, 2.380831], [0.844760, -2.659216, 1.355087], [1.671992, -2.597687, 0.140024], [2.852013, -3.472656, 0.218750], [4.068532, -2.580576, 0.875838], [1.578357, 2.233310, 2.366533], [3.092502, 2.315702, 1.666357], [1.835466, 1.852914, 3.805451], [2.230502, 1.365505, -3.478381], [0.277420, 1.688619, -3.804734], [1.083902, 2.830671, -1.002059], [-0.723183, 0.223668, -1.164506], [1.051305, -0.442486, -1.194607], [-2.311896, 1.893647, 2.200718], [-3.456826, -0.737137, 1.171106], [-2.818805, -1.083329, 3.081534], [0.401538, -1.592614, 3.362644], [2.199063, -1.319984, 2.674054], [0.947618, -3.648947, 1.973388], [-0.288236, -2.594381, 0.984964], [3.144895, -3.732475, -0.908716], [2.687951, -4.480370, 0.790932], [4.166139, -2.826523, 2.025992], [3.808341, -1.446229, 0.753175], [5.091489, -2.822316, 0.314765], [1.055230, 3.300610, 2.422642], [3.817838, 2.910932, 2.367121], [2.934758, 2.791113, 0.604676], [3.432011, 1.176448, 1.559635], [-5.257507, 0.155216, -3.371051], [-3.620766, 0.285651, -2.611309], [-3.731586, -0.235546, -1.209262], [-3.604844, 2.092507, -2.520339], [-5.501755, -0.902770, -3.491281], [-6.005398, 0.629116, -2.730632], [-5.243849, 0.636534, -4.351636], [-4.456652, 2.444498, -1.933349], [-3.646708, 2.508924, -3.529425], [-2.677200, 2.408201, -2.037491]], "forces_ev_per_angstrom": [[-0.4, 0.6, 1.2], [-0.2, -1.4, -1.9], [-1.2, 1.6, -2.5], [0.1, -0.9, 1.2], [-1.3, -1.8, 2.3], [0.7, 2.4, -0.6], [0.7, -1.2, 0.2], [-1.9, 1.0, 1.1], [0.5, -2.2, 1.7], [1.0, 1.1, -0.9], [0.2, -0.6, 0.0], [1.4, 1.3, 0.2], [-1.6, -0.7, 0.6], [-0.3, 0.6, -1.8], [-1.7, 2.1, 0.7], [1.7, -1.9, 2.0], [1.0, -2.5, -0.6], [1.9, 0.1, 0.9], [-1.3, 1.8, 0.8], [-0.2, -1.8, -2.4], [0.0, 1.1, 2.5], [1.3, 0.3, -2.7], [1.4, 0.3, -2.0], [-2.4, -0.2, -0.4], [0.2, 1.4, -1.5], [2.4, -0.3, 0.7], [-0.7, 0.6, 2.4], [0.0, 2.0, -0.9], [-0.1, 0.6, -2.3], [0.5, -2.3, 0.2], [-2.1, 0.5, 1.3], [1.4, -2.0, 0.0], [-1.2, -1.1, -1.5], [0.6, -0.9, 2.0], [-0.4, 2.6, 0.1], [-0.2, 0.0, 0.0], [0.1, -0.2, 0.7], [-0.2, 0.4, -1.0], [0.0, 0.1, 0.1], [0.1, 0.1, 0.1], [0.1, 0.0, 0.0], [0.1, 0.0, 0.1], [0.0, -0.1, 0.0], [0.0, -0.1, 0.0], [-0.1, -0.2, 0.0]], "gap_ev": 5.20, "charge": -1, "lumo_energy_ha": 0.088}

---

[2]
{"formula": "C13H27N7O3P2RuS4Se", "method": "ωB97M-V/def2-TZVPD", "symbols": ["Ru", "C", "N", "C", "P", "O", "O", "P", "O", "N", "C", "C", "N", "C", "C", "N", "C", "C", "H", "H", "H", "H", "H", "H", "H", "H", "H", "H", "H", "H", "H", "H", "H", "H", "H", "H", "H", "H", "H", "H", "H", "H", "S", "S", "S", "S", "Se", "N", "C", "C", "C", "C", "N", "C", "N", "H", "H", "H"], "xyz": [[0.009389, -0.250486, -0.237168], [2.312660, 4.380953, 0.645016], [1.247726, 4.437079, -0.359566], [0.702713, 5.772396, -0.575837], [0.348913, 3.096706, -0.662963], [0.945094, 1.896903, -0.025259], [-1.129390, 3.454740, -0.091707], [-2.117126, 2.402290, 0.645315], [-1.956790, 0.990478, 0.222569], [-3.613151, 2.977957, 0.261889], [-4.552819, 2.117930, -0.456487], [-3.866146, 4.404856, 0.091050], [-1.693856, 2.607427, 2.224413], [-1.785528, 3.931653, 2.831069], [-1.985272, 1.501447, 3.139151], [0.015302, 2.864643, -2.263760], [-0.807222, 3.816649, -3.006627], [1.100872, 2.294975, -3.069541], [3.157589, 4.977003, 0.298301], [2.632778, 3.352818, 0.784588], [1.974268, 4.781279, 1.605931], [1.487294, 6.425954, -0.959092], [0.327307, 6.202036, 0.358645], [-0.112041, 5.746319, -1.296214], [-4.292655, 1.075581, -0.297024], [-4.539891, 2.326524, -1.531562], [-5.561024, 2.295951, -0.079781], [-3.090685, 4.995043, 0.573167], [-4.829024, 4.662000, 0.534577], [-3.894555, 4.671352, -0.970434], [-1.449405, 4.685936, 2.120556], [-1.128080, 3.963964, 3.699742], [-2.803952, 4.169662, 3.155534], [-1.771397, 0.557084, 2.643693], [-3.026120, 1.503383, 3.479786], [-1.332648, 1.593059, 4.007235], [-1.580725, 4.228064, -2.360130], [-1.293917, 3.290537, -3.829052], [-0.210254, 4.632565, -3.425836], [1.636613, 1.544605, -2.494729], [1.810703, 3.057871, -3.405045], [0.665471, 1.814835, -3.946247], [1.927838, -0.437775, 1.558057], [3.108655, -1.902240, 1.005613], [2.486403, -2.715060, -0.869362], [1.398675, -1.351442, -1.837060], [-0.841281, -3.426390, 2.457390], [-2.471838, -3.833150, 1.976706], [-2.741025, -3.185111, 0.856312], [-3.958659, -3.164747, 0.136323], [-4.021130, -2.354921, -0.962744], [-2.897776, -1.605666, -1.387353], [-1.736732, -1.633504, -0.778601], [-1.663715, -2.370541, 0.352465], [-0.557769, -2.348442, 1.075909], [-4.798367, -3.764680, 0.460030], [-4.931994, -2.295300, -1.542292], [-2.949603, -0.993555, -2.279360]], "forces_ev_per_angstrom": [[1.0, 0.7, 0.0], [0.0, 0.0, 0.0], [-0.1, -0.4, 0.1], [0.0, 0.0, -0.1], [-0.1, 0.5, -0.2], [-0.2, -0.2, -0.2], [-0.1, -0.2, 0.0], [-0.1, 0.6, 0.2], [0.1, -0.2, -0.1], [0.3, -0.2, -0.1], [0.0, 0.0, 0.0], [0.0, 0.0, 0.1], [-0.1, -0.1, -0.2], [0.0, 0.0, 0.0], [0.0, 0.0, 0.0], [0.1, 0.2, 0.3], [-0.1, -0.1, 0.0], [0.1, 0.0, 0.0], [0.0, 0.0, 0.0], [0.0, 0.0, 0.0], [0.0, 0.0, 0.0], [0.0, 0.0, 0.0], [0.0, 0.0, 0.0], [0.0, 0.1, 0.0], [0.0, 0.0, 0.0], [0.0, 0.0, 0.0], [0.0, 0.0, 0.0], [-0.1, 0.0, 0.0], [0.0, 0.0, 0.0], [0.0, 0.0, 0.0], [0.0, 0.0, 0.1], [0.0, 0.0, 0.0], [0.0, 0.0, 0.0], [0.0, 0.0, 0.0], [0.0, 0.0, 0.0], [0.0, 0.0, 0.0], [0.0, 0.0, -0.1], [0.0, 0.0, 0.0], [0.0, 0.0, 0.0], [0.0, -0.1, 0.0], [-0.1, 0.0, 0.0], [0.0, 0.0, 0.0], [0.1, -0.1, -0.2], [-0.3, -0.2, -0.6], [0.5, -0.1, 0.9], [-0.2, 0.4, -0.1], [0.3, 0.2, -0.1], [-0.5, -0.2, 0.0], [0.5, 0.2, 0.0], [-0.3, 0.2, -0.4], [-0.4, -0.5, 0.2], [0.8, 0.0, 0.0], [-0.9, 0.3, -0.2], [-0.2, -0.8, 0.6], [-0.2, -0.2, -0.1], [0.0, 0.0, 0.0], [0.0, 0.0, 0.0], [-0.1, 0.0, 0.0]], "s2": 8.77, "gap_ev": [5.49, 6.08], "charge": 1, "multiplicity": 6, "de_lowest_kcal_mol": 8.6, "lumo_energy_ha": [-0.152, -0.154]}

---

| no. | energy (Eh) |
| --- | --- |
| 1 | -1349.65832 |
| 2 | -5892.28535 |